Entry 1:
46
Properties=species:S:1:pos:R:3 method="wB97M-V/def2-TZVPD" de_lowest_kcal_mol=0.00 smiles="O=C(Nc1cccc(Cl)c1)N(Cc1nc2ccccc2c(=O)[nH]1)Cc1cccs1" max_force_ev_per_a=0.8
O -1.67193 -2.61782 -0.50442
C -1.47806 -1.77403 0.34186
N -2.36727 -0.77480 0.65946
C -3.63705 -0.56237 0.12465
C -4.28214 -1.47422 -0.70655
C -5.54855 -1.19051 -1.18239
C -6.19717 -0.01426 -0.84655
C -5.54818 0.88527 -0.01754
Cl -6.32945 2.36500 0.42304
C -4.28113 0.62583 0.46953
N -0.32737 -1.77636 1.10320
C 0.79978 -2.53837 0.59933
C 1.84616 -1.59618 0.06218
N 1.61503 -0.97473 -1.03195
C 2.49902 -0.00868 -1.43924
C 2.22655 0.70120 -2.61283
C 3.07363 1.70616 -3.02058
C 4.20795 2.02785 -2.27588
C 4.49488 1.33629 -1.12086
C 3.64785 0.31338 -0.69246
C 3.93026 -0.42641 0.53236
O 4.87752 -0.27423 1.27208
N 2.95931 -1.38313 0.82490
C -0.06567 -0.91469 2.23452
C 0.57561 0.39544 1.87003
C 0.38942 1.16677 0.76382
C 1.21566 2.31424 0.74837
C 2.00985 2.40311 1.84311
S 1.77602 1.08546 2.91802
H -2.03713 -0.02054 1.24175
H -3.78284 -2.38778 -0.97949
H -6.04126 -1.90088 -1.82822
H -7.18491 0.20381 -1.21891
H -3.79557 1.34446 1.11361
H 1.20879 -3.17100 1.39385
H 0.41217 -3.15970 -0.21167
H 1.34281 0.44102 -3.17331
H 2.85837 2.25466 -3.92594
H 4.86098 2.82027 -2.60910
H 5.36683 1.56172 -0.52562
H 3.10801 -1.91187 1.67684
H 0.60657 -1.45282 2.91309
H -0.99685 -0.75534 2.79234
H -0.28024 0.91678 -0.03989
H 1.21679 3.03303 -0.05072
H 2.72696 3.15897 2.09218

Entry 2:
48
Properties=species:S:1:pos:R:3 method="wB97M-V/def2-TZVPD" de_lowest_kcal_mol=1.35 max_force_ev_per_a=0.7 charge=+1
Ti -0.58703 -0.17377 -0.19331
N 2.27762 -0.85394 3.14428
C 1.61812 -0.52040 2.03248
S -0.07692 -0.16206 2.18470
N 2.31005 -0.47911 0.91246
N 1.57014 -0.13912 -0.15344
C 2.17307 0.13420 -1.25585
C 1.35707 0.56498 -2.37446
C 1.89289 0.99614 -3.57648
C 1.03859 1.42249 -4.57932
C -0.32932 1.40998 -4.35364
C -0.79682 0.95996 -3.13307
N 0.02316 0.54241 -2.16638
H 1.80175 -0.85799 4.02782
H 3.27285 -1.00031 3.10937
H 3.25353 0.07817 -1.33117
H 2.96546 0.99975 -3.71411
H 1.43503 1.76398 -5.52583
H -1.02673 1.73740 -5.11055
H -1.85661 0.92128 -2.91594
S -2.89294 0.66358 -0.24307
C -2.02104 2.13363 -0.03864
N -0.73499 1.96635 0.10490
C -0.05494 3.16082 0.27998
C 1.31141 3.32484 0.48710
C 1.80448 4.60571 0.64877
C 0.95650 5.71461 0.60973
C -0.40451 5.56327 0.41488
C -0.89977 4.27707 0.25157
S -2.55598 3.77072 0.00268
H 1.96043 2.46024 0.54062
H 2.86242 4.75359 0.81790
H 1.36738 6.70623 0.74026
H -1.06340 6.42060 0.39534
Cl -0.05958 -2.47256 -2.43803
C 0.38405 -3.04428 -0.85378
C 1.55189 -3.77903 -0.71645
C 1.88580 -4.27621 0.52665
C 1.04455 -4.05172 1.61630
C -0.10434 -3.31012 1.46440
C -0.47911 -2.77710 0.21590
C -1.68179 -1.94717 0.05664
H 2.17716 -3.96224 -1.57932
H 2.79111 -4.85523 0.64811
H 1.29514 -4.46412 2.58439
H -0.75151 -3.13119 2.31272
H -2.32293 -1.95446 0.93192
H -2.25158 -2.15048 -0.84976

Entry 3:
64
Properties=species:S:1:pos:R:3 method="wB97M-V/def2-TZVPD" de_lowest_kcal_mol=0.00 max_force_ev_per_a=0.3 charge=+1
Ti 0.89082 -0.11836 0.17855
C -3.01185 1.93434 2.02324
C -2.40470 1.99847 0.61974
C -2.81122 0.82635 -0.23632
C -3.92788 0.93374 -1.05941
C -4.35768 -0.13336 -1.82853
C -3.67524 -1.33955 -1.78436
C -2.56006 -1.49862 -0.97223
C -1.86628 -2.83792 -0.91431
C -2.48618 -3.78315 0.11727
C -2.15184 -0.40212 -0.20483
N -0.98818 -0.58261 0.63760
C -1.11686 -1.18437 1.81382
C 0.05090 -1.65885 2.39246
C 0.39434 -2.33028 3.56641
C 1.76198 -2.57798 3.49370
C 2.21441 -2.04656 2.28854
N 1.19508 -1.48703 1.60369
H -2.75458 2.82261 2.59987
H -2.65078 1.06544 2.57800
H -4.09843 1.86379 1.97012
H -1.32056 2.06617 0.69527
H -2.73624 2.91353 0.12743
H -4.45696 1.87825 -1.09656
H -5.22219 -0.02402 -2.46947
H -4.00815 -2.17228 -2.39194
H -0.79818 -2.71933 -0.71095
H -1.93471 -3.30310 -1.89812
H -2.39323 -3.40016 1.13570
H -1.99864 -4.75727 0.08426
H -3.54859 -3.92674 -0.07956
H -2.10036 -1.31826 2.25281
H -0.27882 -2.60412 4.36305
H 2.36836 -3.08947 4.22197
H 3.21519 -2.04712 1.88988
F 6.18006 1.27378 1.73989
C 5.35332 0.33864 1.32629
F 5.00851 -0.45218 2.33310
F 5.89990 -0.37653 0.36093
S 3.84713 1.15711 0.63514
O 2.97659 0.01716 0.22945
O 4.24625 2.03790 -0.39842
N 3.27156 1.82207 1.94754
S 1.79439 2.22769 2.12823
O 1.26952 2.05166 3.42855
O 0.94770 1.60773 1.02176
C 1.65753 4.01410 1.66341
F 2.12528 4.16948 0.43865
F 0.38248 4.35723 1.71486
F 2.36371 4.71420 2.52476
F -0.07502 1.95172 -4.18926
C -0.28380 1.19486 -3.12267
F -1.44980 0.57156 -3.25503
F -0.36310 1.98682 -2.04025
C 0.87186 0.16390 -2.91216
O 0.84658 -0.23569 -1.58770
C 0.66336 -1.09042 -3.80866
F 0.35978 -0.73295 -5.05076
F 1.76842 -1.83316 -3.82473
F -0.32536 -1.83816 -3.32040
C 2.25172 0.83322 -3.19812
F 3.23335 0.08974 -2.69644
F 2.45109 0.99152 -4.49732
F 2.29431 2.02694 -2.59744